No. 1
Density functional theory data (ωB97M-V/def2-TZVPD) for a molecular structure, C54H46FeN5OP2S.

Calculated values
E_LUMO (alpha / beta) in eV: -6.04 / -5.93
Energy in eV: -130027.0280
Multiplicity: 2
ΔE to the lowest compared entry with this formula, charge and spin in kcal per mole: 62.8
Net charge: +2
F_max in eV Å⁻¹: 2.283

Last column: Löwdin charge in e.
CARTESIAN COORDINATES (ANGSTROEM)
C1 -2.65518 4.75830 -2.27509  -0.0475
C2 -0.14509 0.32208 4.55826  -0.0799
C3 1.08014 -3.13644 -4.61505  -0.1274
C4 0.07364 -2.12011 -2.23479  -0.3269
C5 1.19343 -3.89184 -3.48175  0.0123
C6 -4.61232 1.99963 2.22648  -0.0554
N1 3.54013 0.81549 2.56648  -0.0547
C7 -0.25082 0.74922 -4.72230  -0.0527
H1 -4.18248 -2.83216 4.50513  0.1291
H2 0.17013 0.62933 -6.83860  0.1292
H3 2.22957 -2.71215 4.31133  0.1144
C8 -2.35778 -2.70518 1.02553  -0.1292
C9 1.21098 2.08718 -2.20485  -0.3343
C10 -0.29609 0.15246 -3.47589  -0.2430
P1 -1.14460 -0.11975 1.91505  1.1271
H4 3.31867 4.60711 -2.96245  0.1194
H5 -4.27839 -6.67573 1.29696  0.1304
C11 -2.34652 1.17720 2.31624  -0.3486
C12 0.06424 -1.23277 -3.35685  -0.1038
C13 -1.78394 -2.88284 -0.27354  -0.3077
H6 -4.51704 5.07725 -3.28658  0.1166
N2 2.39219 -0.25413 1.16935  0.0125
H7 4.31264 1.64802 4.29141  0.1361
H8 -0.82680 4.15996 -1.34190  0.0646
C14 -1.68916 2.57346 -2.52473  -0.3257
C15 0.58877 -1.19549 -5.79330  -0.1307
H9 -0.89193 2.59946 3.03659  0.0869
H10 0.71062 -3.96647 -1.39163  0.1268
S1 -0.62458 -1.65974 -0.68642  1.0114
N3 1.71536 0.87545 1.49002  -0.0444
C16 -0.11136 -0.43399 3.39136  -0.3639
H11 -0.51111 1.79834 -4.80397  0.1169
O1 -1.54120 -0.43478 -0.93543  -0.5631
P2 -0.44248 1.36294 -2.13199  1.1126
C17 3.89103 2.77913 -1.99431  -0.0502
N4 3.49573 -0.29132 1.81123  0.1258
C18 -3.64748 -4.77484 0.51505  -0.1221
C19 -3.94831 -3.78911 2.59783  -0.1288
C20 5.21311 3.19998 2.07978  -0.0638
H12 -2.53564 4.34279 3.51106  0.1164
H13 -0.82752 1.15351 4.65889  0.0951
H14 -1.72066 -3.96974 -2.10540  0.1139
C21 0.74540 -1.53346 3.31897  -0.1201
H15 0.63670 0.58057 6.53600  0.1141
C22 1.18443 -2.12762 -6.81769  -0.0800
H16 -5.88392 -4.71417 2.78608  0.1294
C23 4.69980 1.11398 3.42409  -0.0860
C24 -3.11082 -4.86391 -0.73921  0.0165
C25 -3.68963 0.99051 1.99267  -0.0740
N5 0.09921 3.53340 0.59172  0.1018
C26 -3.27470 -3.71231 1.36573  -0.0741
C27 1.49216 -3.43056 -6.03593  -0.0807
H17 -4.92463 3.98208 2.97769  0.1148
H18 6.47432 2.21678 3.49746  0.1453
C28 0.54086 -1.83537 -4.53545  -0.0692
H19 4.93414 3.05862 -1.92761  0.1159
C29 -2.16116 -3.90068 -1.12159  -0.0234
H20 0.49572 -2.29543 -7.64563  0.1298
C30 -0.12501 2.40271 0.51611  -0.3342
H21 -3.38547 -5.64987 -1.42936  0.1288
H22 7.02457 0.23440 2.14683  0.0873
C31 2.12706 1.22776 -1.61754  -0.1539
H23 7.28157 1.68122 1.17419  0.0876
H24 -4.56909 -5.67593 3.42234  0.1297
Fe1 0.28293 0.61697 0.02462  0.2222
C32 -2.15617 -1.67020 1.98886  -0.2615
C33 -3.70434 -2.82671 3.53475  0.0236
C34 -2.78342 2.17817 -3.30155  -0.0801
C35 0.68392 -0.00440 5.62690  -0.0596
H25 5.84423 0.68996 0.92034  0.0571
H26 1.63799 -4.87763 -3.48570  0.1292
C36 -1.63979 3.86164 -1.98337  -0.0816
C37 -4.84621 -4.99984 2.61318  -0.0789
H27 -5.58240 -5.69898 0.65680  0.1307
H28 2.54735 -3.69925 -6.08551  0.1293
H29 2.20536 2.48454 2.80501  0.1599
H30 -5.65212 1.84358 1.97291  0.1134
C38 -2.81777 -1.78730 3.20225  -0.0599
C39 -2.86258 3.40255 3.08839  -0.0503
C40 -4.20282 3.19925 2.78667  -0.0533
H31 5.08694 0.15138 3.75238  0.1345
C41 -4.64973 -5.65347 1.21986  -0.0788
C42 2.44243 1.53867 2.34839  -0.0702
H32 -2.84023 1.17024 -3.69229  0.1116
H33 4.55004 2.97646 1.23862  0.0643
C43 -1.93638 2.40467 2.83922  -0.1332
H34 6.02434 3.81716 1.69580  0.0903
C44 1.54963 -1.08303 5.53747  -0.0650
H35 4.66214 3.80701 2.80249  0.0857
H36 2.08819 -1.69215 -7.24498  0.1299
H37 2.19054 -1.33612 6.37164  0.1132
C45 2.97625 3.65305 -2.58404  -0.0315
C46 1.63552 3.31782 -2.69245  -0.0413
C47 -3.79039 3.08481 -3.58296  -0.0561
C48 -3.72455 4.37278 -3.07120  -0.0493
H38 4.17611 0.85724 -1.06594  0.1049
C49 3.47286 1.55349 -1.50441  -0.0550
C50 0.67239 -3.35954 -2.28939  -0.0718
H39 -4.62629 2.78650 -4.20085  0.1151
C51 6.52409 1.08357 1.68028  -0.0632
H40 -2.61201 5.76083 -1.87169  0.1170
H41 -2.65948 -1.01918 3.95019  0.1172
H42 -4.02240 0.05995 1.55231  0.1098
H43 0.76438 -2.15025 2.42652  0.1029
H44 0.93523 4.00272 -3.15227  0.1158
C52 5.77594 1.92800 2.70688  -0.4010
C53 1.57292 -1.85476 4.38083  -0.0660
C54 0.15801 0.09215 -5.89970  0.0202
H45 1.79301 0.22618 -1.30454  0.0807
H46 0.93297 -4.28092 -6.42781  0.1301

Atoms 1-2, force components in eV/Å:
0.014 -0.035 0.020
0.003 0.021 0.010

***

No. 2
Density functional theory data (ωB97M-V/def2-TZVPD) for a molecular structure, C54H46N4P2SeSiZn.

Calculated values
E_LUMO in eV: -0.27
Energy in eV: -202927.5174
ΔE to the lowest compared entry with this formula, charge and spin in kcal per mole: 5.5
F_max in eV Å⁻¹: 0.549

Last column: Löwdin charge in e.
CARTESIAN COORDINATES (ANGSTROEM)
C1 3.71586 0.55197 4.11114  -0.0815
C2 2.64673 3.04015 -2.35806  -0.1160
H1 0.36649 0.96787 4.19592  0.0729
C3 -4.91025 -1.66849 2.55604  -0.0783
H2 -3.71701 3.72687 4.41998  0.1049
H3 -1.45236 -2.60704 1.06118  0.0827
H4 5.39964 -0.25800 5.17067  0.1024
C4 1.92767 3.18441 -5.02626  -0.0942
H5 -1.05670 -2.58068 3.60729  0.0728
C5 1.50156 -4.56288 -0.69435  -0.0691
Si1 1.70373 0.34301 -1.97701  0.6050
C6 4.42571 -1.73583 3.95993  -0.0790
C7 4.96541 0.16043 0.64218  -0.0963
H6 2.69283 5.19025 -4.97435  0.1011
C8 -2.60780 -3.40265 -3.98648  -0.0215
H7 5.11644 -2.52553 4.22713  0.1040
H8 0.46356 -1.89201 4.21423  0.0784
C9 -5.59844 -1.38777 1.38215  -0.0821
H9 2.05195 1.09609 2.88481  0.1007
C10 -2.02578 1.33334 -4.61997  -0.0202
H10 -1.92494 4.02885 6.10074  0.1019
H11 1.53924 -0.69984 -3.04925  -0.0262
N1 -0.27605 -0.95166 2.48850  -0.5201
H12 1.71010 -4.76510 -1.73741  0.1088
C11 -0.73909 5.66248 -3.13261  -0.1552
H13 0.80411 -3.83473 3.02946  0.0923
H14 -2.92697 5.24965 -0.08274  0.0871
C12 2.48488 -1.00393 2.72433  -0.3548
C13 -3.01320 -0.41111 1.75124  -0.3736
C14 -0.52663 1.57648 4.23263  -0.0996
N2 -1.63195 0.35754 -2.47526  0.0416
C15 2.51901 4.28017 -4.41395  -0.1071
C16 1.27041 -5.60623 0.18850  -0.0845
H15 -3.12258 -1.36364 3.68112  0.0924
H16 -3.25260 0.49410 -0.17719  0.0625
C17 -2.28602 -3.24939 -2.59573  -0.1393
C18 -0.52736 4.54859 -2.33347  -0.1297
C19 -1.91766 -0.85483 -2.99189  -0.1524
H17 1.64088 3.23638 -6.06976  0.0991
H18 -2.66722 -5.29575 -2.03363  0.1203
H19 3.32283 1.47151 0.29249  0.0941
H20 -2.87280 -4.38900 -4.34713  0.1155
C20 -2.30860 0.10730 -5.15713  0.0009
C21 -2.40828 6.40889 -1.80718  -0.1692
C22 -1.68902 -2.80274 0.02336  -0.1360
H21 3.56414 -1.98367 -2.23027  0.0889
C23 -1.52986 1.39951 3.28458  -0.3569
H22 1.27144 1.15996 -4.80430  0.0870
P1 1.12766 -1.17903 1.51426  1.0030
H23 -2.57116 0.00160 -6.20297  0.1203
C24 3.37918 -2.00624 3.08519  -0.0811
C25 -2.59405 -2.34482 -4.82032  -0.0199
H24 -5.54946 -0.36021 -0.50163  0.1061
C26 -1.69058 1.41243 -3.26210  -0.1154
C27 1.44909 -3.25162 -0.24276  -0.1098
C28 -2.26889 -1.03344 -4.33599  -0.1402
H25 3.33322 5.05721 -2.58651  0.1058
H26 -0.11954 5.80944 -4.01215  0.0959
H27 -3.15865 7.16787 -1.60895  0.0977
H28 -6.59988 -1.77285 1.23747  0.1022
H29 -5.37702 -2.26345 3.33072  0.1026
C29 -1.81476 3.29264 5.31506  -0.0838
C30 2.06890 1.91631 -2.95705  -0.3484
C31 -1.90074 -1.99464 -2.09917  -0.1419
C32 -0.49697 -1.65264 3.75336  -0.1517
H30 5.35714 0.76576 1.45005  0.1021
H31 0.83292 -6.14815 2.22006  0.1035
H32 -2.05079 2.23706 -5.21269  0.1162
C33 -2.82073 3.12194 4.37343  -0.0733
C34 -5.00871 -0.59981 0.40524  -0.0686
C35 3.81804 0.56004 -0.02753  -0.1314
C36 2.88346 4.20271 -3.07650  -0.0930
H33 3.85333 1.55683 4.49031  0.1069
C37 -2.09797 -4.08508 -0.36281  -0.0260
C38 1.19313 -2.96215 1.09656  -0.3657
C39 -2.28077 5.33234 -0.94712  -0.1373
N3 -1.56496 -1.79039 -0.80922  0.1238
H34 0.26137 3.85514 -2.59257  0.0657
Zn1 -0.28924 0.55757 -0.64691  0.2323
C40 1.00467 -5.33504 1.52591  -0.0807
C41 -3.63063 -1.16946 2.74590  -0.0838
H35 3.28050 -3.00027 2.67077  0.0976
C42 0.97975 -4.02420 1.97858  -0.1043
H36 6.48130 -1.34888 0.82871  0.1001
C43 3.93908 -1.37842 -1.41146  -0.1392
H37 -2.84456 -2.46170 -5.86741  0.1161
C44 2.68778 0.28525 3.22429  -0.1283
H38 -1.04773 -1.01875 4.44878  0.0709
C45 -3.71925 -0.11885 0.58643  -0.1191
P2 -1.31745 0.25772 1.87591  0.9045
C46 3.28209 -0.19068 -1.07852  -0.3644
N4 -1.66204 6.59258 -2.89759  0.0402
Se1 -1.16477 2.88308 0.00587  0.6188
H39 -3.46579 2.06867 2.62848  0.1032
C47 -2.68129 2.18160 3.36614  -0.1006
H40 -2.16823 -4.86876 0.37851  0.1124
H41 1.59707 -2.43585 -0.94211  0.0596
C48 4.58752 -0.46431 4.48532  -0.0856
H42 2.90305 3.02166 -1.30548  0.0926
H43 1.30145 -6.63064 -0.16074  0.1030
C49 5.59451 -1.02723 0.29691  -0.0947
C50 -1.31754 4.35461 -1.20184  -0.6581
H44 0.11798 2.63569 5.97840  0.1035
C51 5.07367 -1.80072 -0.73026  -0.0879
C52 -2.37153 -4.31389 -1.68339  0.0004
C53 1.71699 2.01483 -4.30577  -0.1308
H45 5.55624 -2.72966 -1.00937  0.0991
H46 -1.46161 2.36106 -2.79710  0.0607
C54 -0.66930 2.51488 5.24511  -0.0764

Atoms 1-2, force components in eV/Å:
0.001 0.011 -0.015
0.023 -0.014 -0.008

***

Q: Among the records above, which one has the highest ΔE to the lowest compared entry with this formula, charge and spin?
A: C54H46FeN5OP2S